(1)
Entry from the OMol25 dataset: a molecular structure, C14H15N2O2SSe3TeW in a non-equilibrium geometry (ωB97M-V with the def2-TZVPD basis set).

As for the charge: +3. Its HOMO energy (alpha / beta) is -17.78 / -17.78 eV. The value obtained for the energy above the lowest of the compared OMol25 structures with the same formula, charge and spin is 1.506 eV.

The geometry in XYZ format:
```
39
Properties=species:S:1:pos:R:3:forces:R:3
W 0.0711 0.2573 -0.9375 1.42 -0.70 2.42
Te 2.6367 0.9550 -1.6556 0.97 0.67 -1.26
Se 1.7549 -1.4965 -1.6458 0.35 -0.73 0.85
Se 1.3909 2.1978 0.0966 0.58 -0.84 0.45
Se -0.3406 -1.3865 -2.7154 0.70 -0.17 -0.43
S 0.0866 -0.7103 1.3751 -0.07 0.30 -0.57
O -0.3599 1.6325 -2.2233 -1.38 1.58 -0.86
O -1.6732 0.3389 -0.5334 -2.28 -0.02 -0.21
N 1.7622 -0.7557 3.4264 -0.08 0.03 0.18
N 2.7934 -0.8590 1.3427 -0.03 -0.37 0.27
C 2.9114 -0.7559 5.5799 -0.20 0.01 0.37
C 5.1564 -1.4244 1.1327 0.31 -0.04 -0.08
C 4.0644 -1.0789 3.3556 0.11 0.06 -0.01
C -2.6753 1.8310 -2.1115 -0.24 -0.17 0.27
C -1.1614 3.7503 -2.8974 0.12 0.30 -0.40
C -2.7762 0.6820 -1.2729 -0.59 0.63 -0.44
C -5.0353 1.6177 -2.5919 -0.19 -0.09 -0.03
C -3.9516 -0.0223 -1.1743 0.20 -0.21 0.40
C -5.0754 0.4317 -1.8627 0.11 0.18 -0.06
C -1.4030 2.3898 -2.4045 0.15 -0.50 0.21
C 1.7053 -0.7670 2.0806 0.39 0.11 -0.79
C 2.9338 -0.8654 4.1084 0.12 -0.08 -0.22
C -3.8542 2.3144 -2.7177 0.26 -0.01 -0.09
C 3.9805 -1.0948 1.9655 -0.63 0.06 -0.03
H 6.0170 -0.8048 1.3918 -0.05 0.06 -0.02
H 3.9154 -0.8084 5.9908 0.00 -0.02 -0.03
H 4.9499 -1.3529 0.0688 -0.05 0.08 0.00
H 0.9012 -0.6584 3.9576 -0.02 0.02 -0.03
H -5.9943 -0.1368 -1.8083 -0.02 0.02 0.05
H -5.9310 1.9791 -3.0775 0.01 0.01 -0.03
H 2.3074 -1.5497 6.0286 0.04 -0.05 -0.06
H 5.0162 -1.2330 3.8441 -0.01 0.02 0.04
H 2.4595 0.1914 5.8863 0.04 0.02 -0.04
H -1.4330 3.8516 -3.9556 -0.02 -0.14 0.00
H 5.4637 -2.4522 1.3492 -0.05 -0.01 0.00
H -3.8154 3.1926 -3.3487 0.02 0.04 0.05
H -1.7740 4.4803 -2.3659 -0.01 -0.08 0.08
H -4.0106 -0.8972 -0.5396 0.02 0.01 0.02
H -0.1048 3.9983 -2.8143 -0.04 0.01 0.03
```
Forces are in eV/Å.

Here are the Mulliken charges for atoms 1 to 4, given in e: atom 1 (W): 1.034, atom 2 (Te): 0.229, atom 3 (Se): -0.002, atom 4 (Se): -0.246



(2)
Entry from the OMol25 dataset: 4 unconnected molecules or ions with the total composition C19H33BNO14S in a non-equilibrium geometry (ωB97M-V with the def2-TZVPD basis set).

The expectation value of S² is 0.754. As for the charge: 0. Its HOMO energy (alpha / beta) is -8.90 / -10.01 eV. The value obtained for the energy above the lowest of the compared OMol25 structures with the same formula, charge and spin is 0.000 eV. As for the multiplicity: 2.

The geometry in XYZ format:
```
69
Properties=species:S:1:pos:R:3:forces:R:3
S -0.5009 0.9053 -1.8056 -1.23 0.47 -1.81
O -0.7364 2.0088 3.7595 -0.07 0.01 -0.01
O 2.6695 0.2397 -0.0219 0.16 -0.61 0.74
O 2.7066 -0.8575 -2.1254 0.29 -0.97 0.16
O 1.8504 -3.7402 2.4657 0.48 0.31 -0.03
O -2.6118 1.9189 2.5670 0.05 -0.05 0.05
O -1.7803 1.1949 -2.4086 -0.52 -0.14 0.47
O 7.0873 3.9198 -0.8427 0.03 0.00 0.01
O -5.6740 2.6017 -1.6835 -0.05 -0.02 -0.13
O -6.8440 2.8052 -3.5705 0.09 -0.02 0.04
O -0.6249 1.9674 1.5157 0.02 0.04 -0.03
O 5.0960 2.9231 -0.4969 -0.01 0.06 -0.11
O 0.6116 1.4254 -2.5454 1.18 -0.04 0.62
O 5.2852 4.4964 -2.0668 -0.04 -0.08 0.06
O -7.7656 3.4355 -1.6132 -0.02 0.01 0.01
N 1.5089 -2.9740 1.4987 -1.36 -0.95 -0.04
C 3.1159 -3.7230 -0.1610 -0.51 0.03 0.93
C 5.9374 3.7932 -1.1090 0.00 0.01 0.00
C 0.2955 -2.1770 1.7556 -0.55 0.72 1.00
C -6.8511 2.9915 -2.2271 -0.01 0.00 0.03
C -0.3856 -0.8657 -1.6863 0.74 -0.06 1.27
C 0.4193 -1.5620 3.1516 -0.12 -0.28 -0.34
C 0.8998 -2.8302 -0.9398 -0.76 0.25 0.65
C -1.2656 1.9665 2.5214 -0.01 0.04 -0.04
C 1.0763 -5.0564 0.1652 -0.43 -0.05 0.12
C 3.9900 3.9081 -2.2502 -0.08 -0.02 -0.07
C 1.5953 -3.6275 0.1757 1.51 -0.03 -1.18
C -0.9964 -3.0087 1.7590 0.27 0.17 -0.44
C 0.6764 -1.3280 -0.6611 0.07 0.70 -0.01
C -1.8047 2.2227 4.6922 -0.07 0.04 0.18
C 0.1563 -1.0184 0.7636 0.31 -0.70 -0.28
C -5.5070 2.4744 -3.9675 0.06 -0.01 -0.09
C -3.0035 1.7004 3.9289 -0.13 -0.03 0.14
C -4.9181 1.9152 -2.6919 0.21 -0.02 -0.05
C 3.7602 3.2188 -0.9248 -0.31 -0.02 -0.02
B 2.0732 -0.6058 -0.9339 0.32 0.23 -0.41
H 0.6439 -0.1534 1.1940 0.19 0.20 -0.18
H -0.5384 1.4302 -0.5483 0.28 -0.48 0.05
H -1.2210 -3.3703 0.7628 -0.08 -0.36 -0.13
H 1.4666 -2.9247 -1.8537 0.15 -0.06 -0.24
H 3.4904 -4.6399 0.2757 0.28 -0.18 -0.02
H 3.2923 -3.7166 -1.2264 0.10 -0.01 -0.22
H 0.3899 -2.3215 3.9196 0.26 -0.19 0.18
H -0.9023 -0.7854 0.7150 -0.26 0.13 0.06
H -3.1638 0.6317 4.0804 0.04 -0.01 -0.02
H -0.1378 -1.2772 -2.6551 -0.15 0.39 -0.53
H -1.6171 1.6862 5.6179 0.17 -0.07 -0.08
H 1.3444 -5.4996 -0.7896 0.06 -0.11 -0.14
H 4.0366 3.2055 -3.0837 0.02 -0.03 0.02
H -5.0023 3.3842 -4.2965 -0.01 0.02 0.04
H -1.8752 3.2901 4.9051 0.00 0.01 -0.05
H -0.9850 -3.8106 2.4868 0.14 -0.25 0.01
H -3.8565 2.1152 -2.5876 -0.05 0.05 0.18
H -1.8031 -2.3283 2.0049 -0.21 0.11 0.21
H -5.5165 1.7587 -4.7850 -0.19 0.00 0.00
H 1.5001 -5.6522 0.9633 0.23 -0.01 0.13
H -1.3490 -1.2117 -1.3331 -0.36 -0.10 -0.24
H -5.0892 0.8421 -2.5897 -0.05 0.01 0.00
H -0.0029 -5.1062 0.2543 -0.23 0.02 0.01
H 3.4676 -0.1247 0.3899 -0.09 0.47 -0.16
H -3.9230 2.2335 4.1522 0.00 0.07 -0.18
H -0.4550 -0.9387 3.3059 -0.03 0.40 0.01
H 1.3304 -0.9775 3.2024 0.10 0.16 0.27
H 3.2486 4.6708 -2.4711 0.13 0.13 0.01
H 3.1752 2.3099 -1.0124 0.13 -0.09 0.06
H 3.6480 -1.0482 -1.9947 -0.16 0.56 -0.35
H 3.2920 3.8754 -0.1889 0.05 0.04 0.00
H 3.6386 -2.9202 0.3522 0.23 0.25 -0.23
H -0.0676 -3.2856 -1.1531 -0.23 -0.07 0.11
```
Forces are in eV/Å.

Here are the Mulliken charges for atoms 1 to 4, given in e: atom 1 (S): 1.177, atom 2 (O): -0.312, atom 3 (O): -0.784, atom 4 (O): -0.721



(3)
Entry from the OMol25 dataset: a molecular structure, C36H43IN7NiOPS2 (ωB97M-V with the def2-TZVPD basis set).

The expectation value of S² is 2.008. As for the charge: +2. Its HOMO energy (alpha / beta) is -12.95 / -12.95 eV. The value obtained for the energy above the lowest of the compared OMol25 structures with the same formula, charge and spin is 0.000 eV. As for the multiplicity: 3.

The geometry in XYZ format:
```
92
Properties=species:S:1:pos:R:3:forces:R:3
I 3.3699 -3.9616 -5.2207 0.15 -0.27 -0.12
Ni 0.1712 -0.2451 -1.6391 0.31 0.45 0.44
S -1.9664 1.0011 0.8184 0.21 0.14 -0.16
S 0.6967 2.0028 -2.2688 -0.23 0.18 0.23
P 2.0006 -0.3486 -0.1281 -0.11 -0.28 -0.45
O -1.0215 -3.9098 -0.0658 0.03 0.10 -0.12
N -4.1234 1.5756 2.2623 -0.44 0.30 -0.27
N 1.6431 -0.2851 -4.2296 -0.17 0.04 0.08
N -0.5830 -1.9844 -1.0711 -0.25 -0.07 0.11
N -1.7875 3.0572 -2.1149 0.08 0.05 0.09
N -2.3686 0.7850 3.4535 0.28 -0.26 0.09
N 1.0765 -1.0120 -3.2496 0.20 -0.04 -0.40
N -0.1867 3.8601 -0.6244 0.24 -0.07 0.06
C -4.6905 2.2365 1.1008 -0.04 0.04 -0.04
C -2.6237 3.9367 -1.5924 -0.12 0.11 0.04
C 0.7364 -3.7531 1.8673 0.05 -0.02 0.16
C -1.0192 4.7607 -0.0799 -0.23 -0.09 -0.19
C 1.7882 -1.7528 1.0114 -0.18 0.00 0.04
C 1.5657 1.8937 1.4393 0.00 0.06 0.03
C 3.9773 -2.0725 -1.1436 0.02 -0.03 0.00
C -1.2261 -0.0995 3.5887 0.07 -0.01 -0.06
C 4.0460 0.2032 -1.9194 -0.10 0.06 -0.03
C 4.2583 2.4088 1.8828 -0.05 -0.01 -0.03
C -3.8096 -1.4562 -1.0500 -0.04 0.01 0.09
C 3.2966 3.2422 2.4321 0.04 -0.02 -0.01
C 2.6824 -2.8869 2.9614 -0.05 -0.02 -0.03
C 2.4215 -1.0356 -5.0176 -0.04 0.00 0.01
C 5.6293 -1.4020 -2.7547 -0.07 0.00 0.06
C 3.4671 -0.7787 -1.1143 -0.05 -0.07 0.09
C -1.6595 -2.5854 -1.9083 0.02 0.08 -0.02
C 1.9510 2.9792 2.2124 -0.05 -0.03 -0.02
C -2.0013 -3.8605 -1.1312 -0.10 -0.22 0.05
C 2.7254 -1.8606 2.0307 0.10 0.07 0.12
C 1.5130 -2.2549 -3.4306 0.10 0.11 0.03
C -2.8641 1.1341 2.2566 0.31 -0.23 0.04
C -2.7739 1.4495 4.6804 0.10 0.19 0.20
C 1.6797 -3.8358 2.8804 -0.03 0.08 -0.10
C -5.0985 1.1021 3.2392 -0.21 -0.12 -0.12
C 5.0548 -2.3823 -1.9613 0.01 0.09 -0.03
C 2.5304 1.0607 0.8788 0.05 -0.06 -0.01
C 5.1224 -0.1086 -2.7313 0.04 -0.04 -0.03
C -2.2644 -0.2763 -2.6539 0.13 -0.07 0.10
C 0.7659 -2.7232 0.9268 -0.08 0.07 -0.18
C -0.2961 -2.7991 -0.1199 0.31 0.03 0.23
C -2.2936 4.8364 -0.5724 0.18 -0.01 0.05
C -0.5510 3.0259 -1.6342 0.44 -0.31 -0.14
C 3.8788 1.3219 1.1074 0.07 0.07 0.02
C 2.3709 -2.3259 -4.5309 -0.16 0.28 0.12
C -2.8296 -1.6204 -2.2027 0.04 -0.05 -0.16
H -0.6179 5.3713 0.7149 -0.04 0.05 0.03
H -1.0677 -0.6397 2.6569 0.01 0.02 0.13
H 3.4300 -2.9394 3.7389 0.04 -0.01 0.05
H 3.6674 1.2197 -1.9018 -0.02 0.00 0.01
H 1.4238 0.6998 -4.3064 0.00 -0.07 -0.01
H -3.3386 0.7902 5.3410 0.04 0.03 0.05
H -4.7065 0.2318 3.7630 -0.13 0.08 -0.08
H -5.9943 0.8052 2.6946 -0.04 -0.01 0.03
H -3.3604 -2.0502 -3.0591 0.00 -0.03 0.07
H -3.8896 2.6760 0.5077 -0.19 -0.03 0.12
H 6.4741 -1.6407 -3.3820 0.08 -0.02 -0.07
H 1.1934 3.6085 2.6603 -0.03 0.06 0.05
H -2.9781 -3.8437 -0.6516 0.02 0.01 -0.12
H -1.7931 0.2105 -1.7818 -0.12 0.15 -0.12
H -3.0086 0.4597 -2.9579 -0.11 -0.20 -0.03
H 1.2231 -3.0346 -2.7499 0.00 -0.11 0.04
H -5.3791 3.0063 1.4448 -0.04 0.06 -0.02
H -1.4265 -0.8022 4.3969 0.01 -0.06 0.02
H 4.6447 0.6922 0.6739 -0.01 -0.03 0.00
H -0.0383 -4.5007 1.8068 0.00 -0.02 0.01
H 5.4452 -3.3882 -1.9718 0.04 -0.09 0.00
H 5.3069 2.6029 2.0531 0.06 0.02 0.01
H -4.4200 -2.3440 -0.9043 -0.04 -0.07 0.03
H -5.3689 1.8713 3.9623 -0.07 -0.03 -0.02
H -1.1933 -2.8343 -2.8658 -0.05 0.00 -0.03
H -3.0010 5.5534 -0.1899 -0.05 0.02 0.01
H 3.5988 4.0866 3.0339 -0.01 0.06 0.04
H 2.9401 -0.6106 -5.8570 0.07 0.00 -0.09
H -4.4945 -0.6357 -1.2602 -0.02 0.04 -0.04
H -3.3016 -1.2109 -0.1158 0.03 -0.04 -0.03
H -1.5671 -0.3994 -3.4881 0.04 0.09 0.05
H -3.3746 2.3292 4.4534 0.18 -0.09 0.09
H -3.6227 3.9330 -2.0083 -0.09 0.04 -0.02
H 3.5496 -2.8487 -0.5256 -0.06 -0.05 0.07
H -1.8869 -4.7786 -1.7059 -0.07 0.11 -0.02
H 3.5133 -1.1197 2.1072 -0.05 -0.05 -0.01
H 5.5741 0.6613 -3.3406 0.03 0.04 -0.03
H 0.7593 3.7489 -0.2565 -0.17 0.00 -0.10
H 1.6276 -4.6414 3.5962 -0.01 -0.07 0.05
H 0.5134 1.6903 1.2847 -0.10 -0.07 -0.01
H -5.2422 1.5265 0.4789 0.02 0.01 -0.02
H -1.8714 1.7714 5.2011 0.00 0.01 0.05
H -0.3228 0.4598 3.8397 0.08 0.04 -0.04
```
Forces are in eV/Å.

Here are the Mulliken charges for atoms 1 to 4, given in e: atom 1 (I): 0.193, atom 2 (Ni): 0.537, atom 3 (S): -0.016, atom 4 (S): -0.656



(4)
Entry from the OMol25 dataset: 7 unconnected molecules or ions with the total composition C28H70ClIN6O8S in a non-equilibrium geometry (ωB97M-V with the def2-TZVPD basis set).

As for the charge: 0. Its HOMO energy is -8.92 eV.

The geometry in XYZ format:
```
115
Properties=species:S:1:pos:R:3:forces:R:3
I 0.9005 -0.5750 -3.7079 0.22 -0.02 -0.29
Cl -2.2950 -0.8279 -2.9122 -0.42 -0.43 0.80
S -4.2187 1.7736 -3.0438 0.15 0.31 0.96
O -5.9041 -3.3885 0.7628 -0.10 -0.09 -0.04
O 1.3406 4.9837 -5.5919 0.09 -0.02 -0.10
O -1.7699 6.0960 0.3539 -0.11 -0.18 -0.02
O -0.5356 1.8538 -3.3324 1.61 0.49 -0.46
O 3.5159 0.9808 3.7340 0.10 0.05 -0.04
O 2.8778 -2.4214 -1.1040 0.25 0.05 -0.24
O -1.6670 3.7371 -3.3861 -0.21 6.16 1.02
O 3.5592 -8.5355 5.5066 0.13 -0.04 0.01
N 2.6807 -6.5715 3.5807 -0.16 -0.12 0.05
N -3.5236 -2.5899 -0.6666 -0.02 0.08 0.19
N 1.2782 0.2420 2.0736 -0.02 -0.21 0.19
N 0.5524 -3.0476 0.3656 0.05 -0.12 -0.09
N -2.8267 4.7523 2.7103 0.02 0.17 0.19
N -1.4358 5.5290 -6.0854 -0.03 -0.02 0.12
C 2.8847 -7.3712 5.9307 -0.25 0.07 0.10
C 3.8774 -1.6980 -0.4143 -0.07 0.12 -0.13
C 1.7524 2.5634 1.5783 -0.11 0.13 0.02
C 2.2620 1.6093 3.9029 -0.18 0.00 0.19
C -1.8876 5.3991 -0.8775 -0.02 0.15 0.10
C 2.9753 -6.1855 4.9624 0.27 -0.02 -0.11
C 4.5141 1.7691 3.1162 0.04 -0.15 0.00
C 0.7226 6.1161 -5.0150 -0.08 0.10 0.28
C -0.1982 7.3995 -7.0376 0.00 0.11 0.03
C 2.4580 -3.4502 1.8339 0.03 0.06 0.20
C -3.4623 -5.0173 -0.5248 0.07 -0.06 0.05
C 2.2383 5.2513 -6.6510 -0.05 -0.15 0.02
C -0.5165 6.6208 -5.7652 0.13 -0.02 -0.26
C 4.3183 -5.4637 4.9953 -0.01 0.11 0.06
C 4.9467 -8.5714 5.7803 -0.05 -0.11 -0.10
C -4.6240 -3.6464 1.3009 0.16 0.10 0.19
C -3.7207 5.4111 1.7622 0.05 -0.21 -0.25
C 1.7677 -3.8499 0.5402 -0.10 0.04 0.09
C 2.6817 -3.7566 -0.6815 -0.15 -0.11 -0.05
C 1.3533 1.5722 2.6692 0.24 0.19 -0.29
C -6.5917 -4.5158 0.2583 -0.06 0.14 -0.04
C -4.4195 4.3480 0.9209 -0.12 0.03 -0.01
C -0.6053 0.7992 -4.2848 0.40 -1.14 1.81
C -2.0255 0.3419 -4.1556 -0.29 0.00 -0.05
C -2.6971 1.6928 -3.9908 -1.29 -0.56 -0.17
C -1.6226 2.6140 -3.5428 -0.11 -4.97 0.00
C -3.0011 6.4841 0.9338 0.00 0.31 0.08
C -3.4919 -3.7155 0.2696 -0.09 -0.13 -0.18
H 2.2123 -5.4670 5.2751 -0.06 -0.03 0.04
H 2.7749 6.1912 -6.4934 -0.02 0.04 -0.02
H 0.3515 1.8432 3.0108 -0.05 0.00 0.08
H -4.4912 5.9286 2.3410 0.01 0.10 -0.01
H 1.4573 6.9205 -4.8748 0.00 0.02 -0.09
H -2.5543 -3.6528 0.8287 0.01 0.05 0.06
H 5.5284 -8.1182 4.9738 0.04 0.07 0.07
H 1.9704 3.5483 1.9934 0.02 0.03 0.03
H -6.3757 -5.4128 0.8460 0.04 -0.03 -0.02
H 0.9421 2.6746 0.8583 -0.01 -0.05 -0.01
H 5.1814 -8.0731 6.7251 0.01 0.05 0.00
H -2.5081 -5.1183 -1.0394 0.03 0.04 -0.04
H -4.4564 -2.5436 -1.0664 -0.01 -0.03 -0.10
H 4.4849 1.6758 2.0273 -0.01 0.11 -0.01
H -4.9846 4.7990 0.1036 0.02 0.00 -0.03
H 3.6417 -4.2638 -0.5150 0.02 0.10 0.10
H -2.0274 4.4192 2.1870 0.16 -0.18 -0.09
H 0.4053 5.7938 -4.0208 -0.01 -0.07 0.00
H -4.6487 -4.5527 1.9211 0.02 -0.05 -0.07
H -0.8953 4.8171 -6.5677 -0.01 -0.02 -0.10
H -1.0804 7.9406 -7.3745 -0.06 -0.02 -0.02
H -3.6673 6.8878 0.1592 -0.04 -0.06 0.00
H -2.3941 -0.0613 -5.0559 -0.19 -0.84 -1.10
H 5.2372 -9.6182 5.8564 -0.02 -0.03 0.01
H 2.3976 2.6382 4.2632 0.01 0.02 -0.08
H 0.8436 -2.1080 0.1071 -0.11 0.10 0.13
H 4.2352 -4.4986 4.4983 -0.02 0.01 -0.06
H -2.7524 7.3110 1.6047 0.05 0.00 0.01
H -5.0399 1.6007 -4.0574 -0.33 -0.06 -0.52
H 2.5815 -2.3695 1.9094 -0.01 -0.01 -0.04
H 4.7150 -2.3417 -0.1308 -0.01 -0.02 0.05
H -2.4403 5.4469 3.3430 -0.06 -0.03 0.07
H -1.9908 4.3219 -0.7330 -0.08 -0.01 0.00
H 3.2791 -7.3570 3.3436 0.10 0.02 -0.04
H 1.7676 1.0533 4.7030 0.02 -0.05 0.01
H -7.6582 -4.3044 0.3240 -0.01 0.02 0.03
H 2.2314 -0.0717 1.9163 0.04 0.02 -0.08
H 0.0414 -3.3832 -0.4464 -0.08 -0.03 0.05
H -2.7458 5.7777 -1.4393 -0.02 -0.12 -0.10
H -0.4614 1.1177 -5.2816 0.67 0.63 -1.04
H 0.9155 -0.4129 2.7603 -0.14 -0.06 -0.08
H 3.2164 -7.0846 6.9377 0.06 0.05 -0.03
H 5.4802 1.4006 3.4591 0.00 -0.01 0.04
H -4.4189 -2.8073 1.9695 -0.03 0.04 -0.01
H 1.8681 -3.7681 2.6909 -0.06 -0.04 0.02
H 5.0952 -6.0259 4.4787 0.00 -0.07 0.00
H 1.7264 5.2812 -7.6166 0.04 0.11 -0.02
H 4.2425 -0.9223 -1.0868 0.00 -0.01 -0.04
H 1.7414 -6.9547 3.5339 -0.06 0.09 -0.04
H -5.1149 3.7815 1.5377 0.01 -0.03 0.06
H -3.4326 -1.7216 -0.1467 0.13 0.02 -0.03
H 4.6470 -5.2863 6.0205 0.02 -0.02 0.02
H -3.7135 3.6358 0.4960 0.08 0.02 -0.03
H 1.4648 -4.8957 0.6426 0.03 -0.06 -0.05
H -1.7163 5.0884 -5.2154 -0.13 0.00 0.03
H 4.4220 2.8227 3.3948 -0.03 0.03 -0.03
H -0.9871 5.5729 -1.4619 0.07 0.04 0.06
H 2.1947 -4.2655 -1.5175 -0.02 0.09 -0.05
H 3.4394 -3.9172 1.9208 0.01 -0.03 0.00
H 2.9619 4.4376 -6.6795 0.01 -0.02 0.03
H -3.5846 -5.8824 0.1292 -0.02 -0.01 0.01
H -4.2419 -5.0493 -1.2850 -0.06 0.03 0.00
H 2.6273 2.2271 1.0231 0.04 -0.06 0.03
H -2.9850 2.0085 -4.9677 -0.13 0.40 -0.88
H 1.8342 -7.6610 6.0109 -0.01 -0.04 -0.02
H -6.3489 -4.7000 -0.7914 0.04 -0.10 0.02
H 3.4744 -1.2066 0.4749 0.11 -0.05 0.01
H -1.0359 7.3036 -5.0873 0.01 -0.01 0.09
H 0.1058 6.7425 -7.8514 0.04 -0.06 0.01
H 0.5979 8.1266 -6.8679 0.03 0.00 0.00
```
Forces are in eV/Å.

Here are the Mulliken charges for atoms 1 to 4, given in e: atom 1 (I): 0.140, atom 2 (Cl): 0.027, atom 3 (S): -0.098, atom 4 (O): -0.370